Entry 1:
The molecule C5H10O, computed with ωB97M-V with the def2-TZVPD basis set.

Geometry (Å):
O (2.280, 0.769, 0.412)
C (1.920, -0.551, 0.061)
C (0.533, -0.634, -0.571)
C (-0.534, -0.045, 0.342)
C (-1.993, -0.195, 0.021)
C (-1.335, 1.148, -0.107)
H (1.591, 1.107, 0.997)
H (1.964, -1.214, 0.942)
H (2.683, -0.893, -0.646)
H (0.310, -1.685, -0.799)
H (0.543, -0.083, -1.522)
H (-0.292, -0.088, 1.405)
H (-2.259, -0.739, -0.882)
H (-2.683, -0.340, 0.847)
H (-1.135, 1.518, -1.109)
H (-1.595, 1.925, 0.608)

Atoms 1-3, force components in eV/Å:
-0.0530 0.1659 0.1159
-0.0303 -0.3552 -0.1083
-0.0348 0.0310 -0.0141

LUMO	0.0404	Eh
ΔE to the lowest compared entry with this formula, charge and spin	27.76	kcal per mole
HOMO-LUMO gap	11.3	eV
E_tot	-7393.5613	eV
structure (SMILES)	OCCC1CC1

Entry 2:
The molecule C5H10O, computed with ωB97M-V with the def2-TZVPD basis set.

Geometry (Å):
C (2.185, -0.376, -0.381)
C (0.753, -0.513, 0.159)
C (-0.191, 0.132, -0.837)
C (-0.771, 1.319, -0.591)
O (-1.466, 1.441, 0.543)
C (-1.910, -0.105, 0.959)
H (2.458, 0.677, -0.518)
H (2.914, -0.834, 0.297)
H (2.280, -0.868, -1.355)
H (0.547, -1.574, 0.341)
H (0.692, -0.015, 1.137)
H (-0.027, -0.144, -1.863)
H (-0.677, 2.191, -1.251)
H (-2.085, 0.165, 1.980)
H (-2.791, -0.234, 0.333)
H (-1.354, -1.088, 0.952)

Atoms 1-3, force components in eV/Å:
0.0517 -0.0611 -0.0118
-0.1003 -0.2926 0.0866
1.1946 0.5757 -0.8376

LUMO	0.0372	Eh
ΔE to the lowest compared entry with this formula, charge and spin	80.99	kcal per mole
HOMO-LUMO gap	8.9	eV
E_tot	-7391.2531	eV
structure (SMILES)	CC/C=C\OC

Entry 3:
A cluster of 2 separate species, C5H10O in total, computed with ωB97M-V with the def2-TZVPD basis set.

Geometry (Å):
C (0.106, -0.605, -0.738)
C (-0.790, 0.296, -1.122)
C (-0.200, 1.670, -0.916)
O (0.958, 1.449, -0.123)
C (1.350, 0.101, -0.280)
H (0.035, -1.687, -0.776)
H (-1.754, 0.076, -1.564)
H (-0.820, 2.411, -0.399)
H (0.075, 2.081, -1.900)
H (2.058, -0.033, -1.110)
H (1.836, -0.223, 0.650)
C (-0.556, -1.119, 1.661)
H (-1.506, -1.588, 1.894)
H (0.213, -1.908, 1.565)
H (-0.221, -0.398, 2.402)
H (-0.785, -0.523, 0.758)

Atoms 1-3, force components in eV/Å:
0.2061 0.2986 -1.3792
0.4638 -0.1420 -0.6687
-0.1841 0.1636 -0.2396

LUMO	0.0373	Eh
ΔE to the lowest compared entry with this formula, charge and spin	56.99	kcal per mole
HOMO-LUMO gap	9.7	eV
E_tot	-7392.2941	eV
structure (SMILES)	C1=CCOC1.C

Entry 4:
The molecule C5H10O, computed with ωB97M-V with the def2-TZVPD basis set.

Geometry (Å):
C (-0.276, 2.833, 0.940)
C (-0.025, 1.845, 0.094)
C (-0.562, 0.448, 0.197)
C (-0.165, -0.505, -0.954)
C (0.806, -1.584, -0.522)
O (0.235, -2.481, 0.434)
H (0.194, 3.797, 0.765)
H (-0.793, 2.717, 1.889)
H (0.581, 2.160, -0.754)
H (-1.646, 0.539, 0.238)
H (-0.318, 0.018, 1.169)
H (-1.053, -0.906, -1.444)
H (0.361, 0.132, -1.684)
H (1.649, -1.151, 0.009)
H (1.168, -2.141, -1.397)
H (-0.412, -3.034, -0.011)

Atoms 1-3, force components in eV/Å:
0.5567 0.1936 0.4550
0.0022 0.5190 -0.0104
-0.4044 -0.2447 -0.0489

LUMO	0.0369	Eh
ΔE to the lowest compared entry with this formula, charge and spin	29.32	kcal per mole
HOMO-LUMO gap	10.5	eV
E_tot	-7393.4940	eV
structure (SMILES)	C=CCCCO

Entry 5:
A structure of composition C5H10O, computed with ωB97M-V with the def2-TZVPD basis set.

Geometry (Å):
C (-0.412, -1.724, -0.198)
O (-0.308, -0.685, 0.803)
C (0.482, 0.541, 0.435)
C (1.853, 0.290, -0.093)
C (-0.559, 1.274, -0.329)
C (-1.427, 0.754, 0.759)
H (-1.093, -2.486, 0.185)
H (-0.780, -1.328, -1.152)
H (0.579, -2.166, -0.351)
H (2.371, 1.254, -0.163)
H (2.444, -0.337, 0.586)
H (1.892, -0.165, -1.104)
H (-0.409, 2.358, -0.292)
H (-0.869, 0.968, -1.349)
H (-2.322, 0.159, 0.560)
H (-1.443, 1.293, 1.700)

Atoms 1-3, force components in eV/Å:
-0.0575 -0.0535 -0.0873
-0.1058 -0.0351 0.1375
0.4334 0.1705 -0.2186

LUMO	0.0309	Eh
ΔE to the lowest compared entry with this formula, charge and spin	135.80	kcal per mole
HOMO-LUMO gap	7.2	eV
E_tot	-7388.8766	eV

Entry 6:
The molecule C5H10O, computed with ωB97M-V with the def2-TZVPD basis set.

Geometry (Å):
C (-0.327, 1.809, -0.384)
O (-0.194, 0.947, 0.685)
C (-0.102, -0.441, 0.441)
C (-1.504, -0.959, -0.065)
C (1.088, -1.006, -0.277)
C (1.483, -0.365, 0.982)
H (0.003, 2.781, -0.009)
H (0.301, 1.510, -1.237)
H (-1.380, 1.830, -0.665)
H (-1.659, -2.041, -0.133)
H (-2.364, -0.528, 0.465)
H (-1.611, -0.603, -1.117)
H (1.133, -2.090, -0.161)
H (1.384, -0.650, -1.259)
H (1.966, 0.622, 0.830)
H (1.781, -0.817, 1.904)

Atoms 1-3, force components in eV/Å:
-0.3222 0.4444 -0.5237
-0.7571 0.5923 -0.2344
0.4612 0.6070 -0.2158

LUMO	0.0371	Eh
ΔE to the lowest compared entry with this formula, charge and spin	103.32	kcal per mole
HOMO-LUMO gap	9.3	eV
E_tot	-7390.2850	eV
structure (SMILES)	COC1(C)CC1

Entry 7:
The molecule C5H10O, computed with ωB97M-V with the def2-TZVPD basis set.

Geometry (Å):
O (-0.345, -1.915, 1.912)
C (-0.536, -0.683, 1.363)
C (-0.216, -0.482, -0.052)
C (-1.000, 0.791, -0.300)
C (0.821, 0.881, -1.512)
C (1.256, -0.173, -0.595)
H (-0.264, -1.844, 2.872)
H (-1.748, 0.347, 0.680)
H (-0.285, 0.151, 2.026)
H (-0.641, -1.281, -0.667)
H (-0.632, 1.711, 0.150)
H (-1.694, 0.876, -1.133)
H (0.487, 0.600, -2.508)
H (1.194, 1.896, -1.417)
H (1.896, 0.193, 0.215)
H (1.707, -1.067, -1.033)

Atoms 1-3, force components in eV/Å:
0.1242 -0.3142 0.2183
0.6906 -0.1296 0.5282
0.3601 -0.0120 -0.4070

LUMO (spin up / spin down)	0.0284 / 0.0293	Eh
ΔE to the lowest compared entry with this formula, charge and spin	132.56	kcal per mole
HOMO-LUMO gap (spin up / spin down)	7.8 / 8.0	eV
E_tot	-7389.0170	eV

Entry 8:
The molecule C5H10O, computed with ωB97M-V with the def2-TZVPD basis set.

Geometry (Å):
C (-0.857, -0.123, -1.252)
C (0.186, 0.017, -0.150)
C (1.413, -0.835, -0.379)
C (0.214, 1.391, 0.484)
C (-0.302, 0.226, 1.266)
O (-1.664, 0.035, 1.524)
H (-1.084, -1.169, -1.489)
H (-1.795, 0.380, -1.010)
H (-0.493, 0.326, -2.185)
H (2.155, -0.675, 0.411)
H (1.876, -0.648, -1.359)
H (1.112, -1.893, -0.352)
H (1.163, 1.830, 0.796)
H (-0.523, 2.095, 0.113)
H (0.327, -0.036, 2.122)
H (-1.743, -0.929, 1.482)

Atoms 1-3, force components in eV/Å:
-0.1011 -0.0335 -0.0688
-0.0536 -0.0293 -0.1309
0.0462 0.0580 0.0760

LUMO	0.0329	Eh
ΔE to the lowest compared entry with this formula, charge and spin	26.82	kcal per mole
HOMO-LUMO gap	10.3	eV
E_tot	-7393.6022	eV
structure (SMILES)	CC1(C)C[C@H]1O

Entry 9:
The molecule C5H10O, computed with ωB97M-V with the def2-TZVPD basis set.

Geometry (Å):
C (-2.147, 0.993, 0.112)
C (-1.341, -0.275, 0.353)
C (0.118, 0.068, 0.402)
C (0.943, 0.036, -0.655)
C (2.384, -0.279, -0.374)
O (2.144, -1.652, -0.046)
H (-1.817, 1.452, -0.826)
H (-1.963, 1.711, 0.918)
H (-3.218, 0.788, 0.056)
H (-1.522, -1.009, -0.442)
H (-1.662, -0.761, 1.286)
H (0.525, 0.430, 1.350)
H (0.602, -0.283, -1.640)
H (3.074, -0.182, -1.224)
H (2.809, 0.266, 0.484)
H (1.285, -1.501, 0.437)

Atoms 1-3, force components in eV/Å:
-0.2003 0.1534 -0.0316
-0.0766 0.0767 -0.0887
-0.1268 0.7431 -0.3913

LUMO	0.0415	Eh
ΔE to the lowest compared entry with this formula, charge and spin	42.86	kcal per mole
HOMO-LUMO gap	10.4	eV
E_tot	-7392.9066	eV
structure (SMILES)	CC/C=C/CO

Entry 10:
A cluster of 2 separate species, C5H10O in total, computed with ωB97M-V with the def2-TZVPD basis set.

Geometry (Å):
C (0.884, 0.044, 1.883)
C (0.817, -0.486, 0.667)
C (-0.450, -1.043, 0.069)
C (-0.620, -1.032, -1.462)
H (1.821, 0.370, 2.322)
H (-0.015, 0.216, 2.474)
H (1.729, -0.623, 0.083)
H (-1.324, -0.586, 0.552)
H (-0.437, -2.087, 0.395)
H (-1.079, -1.974, -1.780)
H (-1.277, -0.231, -1.823)
H (0.333, -0.942, -1.995)
C (-0.111, 2.096, -0.357)
O (0.520, 2.656, 0.499)
H (-1.217, 2.008, -0.316)
H (0.365, 1.625, -1.241)

Atoms 1-3, force components in eV/Å:
0.0298 -0.0854 -0.1700
0.0386 -0.0345 0.2144
-0.0628 -0.1798 0.1214

LUMO	0.0297	Eh
ΔE to the lowest compared entry with this formula, charge and spin	46.48	kcal per mole
HOMO-LUMO gap	10.2	eV
E_tot	-7392.7497	eV
structure (SMILES)	C=CCC.C=O

Entry 11:
The molecule C5H10O, computed with ωB97M-V with the def2-TZVPD basis set.

Geometry (Å):
C (1.477, -0.272, 1.033)
C (0.930, -0.037, -0.361)
C (0.045, -1.112, -0.951)
C (-0.541, 0.210, -0.576)
C (-1.456, 0.486, 0.592)
O (-0.892, 0.943, -1.725)
H (2.530, -0.572, 0.994)
H (1.401, 0.615, 1.673)
H (0.934, -1.085, 1.530)
H (1.584, 0.496, -1.049)
H (0.091, -1.303, -2.019)
H (-0.125, -1.991, -0.334)
H (-2.500, 0.282, 0.334)
H (-1.377, 1.551, 0.858)
H (-1.192, -0.088, 1.484)
H (-0.909, 1.878, -1.483)

Atoms 1-3, force components in eV/Å:
0.0027 0.0006 0.0622
0.1004 0.0924 0.0023
-0.0939 -0.1722 -0.0569

LUMO	0.0371	Eh
ΔE to the lowest compared entry with this formula, charge and spin	22.97	kcal per mole
HOMO-LUMO gap	10.4	eV
E_tot	-7393.7693	eV
structure (SMILES)	C[C@H]1C[C@]1(C)O

Entry 12:
The molecule C5H10O, computed with ωB97M-V with the def2-TZVPD basis set.

Geometry (Å):
C (-0.944, -0.233, -2.364)
C (-0.299, -0.716, -1.082)
C (0.134, 0.079, -0.100)
O (0.197, 1.436, -0.331)
C (0.799, -0.320, 1.180)
C (0.231, 0.350, 2.434)
H (-0.692, -0.890, -3.202)
H (-2.038, -0.227, -2.274)
H (-0.668, 0.787, -2.664)
H (-0.138, -1.781, -0.972)
H (0.511, 1.382, -1.240)
H (1.850, -0.017, 1.078)
H (0.771, -1.410, 1.269)
H (-0.811, 0.064, 2.608)
H (0.817, 0.055, 3.312)
H (0.279, 1.440, 2.347)

Atoms 1-3, force components in eV/Å:
0.0246 -0.0392 -0.0253
-0.0181 -0.0885 0.1703
0.1957 -0.4965 -0.1531

LUMO	0.0339	Eh
ΔE to the lowest compared entry with this formula, charge and spin	19.93	kcal per mole
HOMO-LUMO gap	9.6	eV
E_tot	-7393.9010	eV
structure (SMILES)	C/C=C(\O)CC

Entry 13:
A cluster of 2 separate species, C5H10O in total, computed with ωB97M-V with the def2-TZVPD basis set.

Geometry (Å):
C (-0.590, -0.560, 1.853)
C (-1.078, -0.741, 0.630)
C (-1.271, 0.369, -0.373)
C (-0.017, 0.314, -1.205)
C (1.075, 1.039, -0.962)
O (-0.082, -0.699, -2.116)
H (-0.409, 0.434, 2.259)
H (-0.300, -1.400, 2.477)
H (-1.179, -1.748, 0.230)
H (-2.155, 0.207, -1.000)
H (-1.360, 1.342, 0.120)
H (1.059, 1.819, -0.209)
H (2.014, 0.866, -1.481)
H (0.807, -0.871, -2.454)
H (1.621, -0.351, 1.429)
H (1.864, -0.020, 0.803)

Atoms 1-3, force components in eV/Å:
-0.3414 -0.0553 -0.1098
0.0746 -0.0734 0.2807
-0.0139 0.0645 0.0076

LUMO	0.0342	Eh
ΔE to the lowest compared entry with this formula, charge and spin	60.08	kcal per mole
HOMO-LUMO gap	9.8	eV
E_tot	-7392.1601	eV
structure (SMILES)	C=CCC(=C)O.[H][H]

Entry 14:
A structure of composition C5H10O, computed with ωB97M-V with the def2-TZVPD basis set.

Geometry (Å):
C (-1.843, -0.607, -1.337)
C (-0.869, 0.363, -0.711)
C (-0.400, 0.066, 0.697)
C (0.952, 0.554, 0.209)
C (2.103, -0.057, 1.015)
O (0.513, 0.237, -1.162)
H (-2.215, -0.279, -2.312)
H (-1.351, -1.576, -1.449)
H (-2.704, -0.728, -0.666)
H (-1.235, 1.403, -0.796)
H (-0.866, 0.474, 1.592)
H (-0.311, -1.026, 0.768)
H (1.082, 1.640, 0.174)
H (2.102, 0.533, 1.947)
H (1.900, -1.090, 1.321)
H (3.114, 0.006, 0.608)

Atoms 1-3, force components in eV/Å:
0.0711 -0.0322 -0.0832
-0.2858 -0.1040 0.0493
-0.1174 -0.0112 0.1978

LUMO	0.0440	Eh
ΔE to the lowest compared entry with this formula, charge and spin	32.21	kcal per mole
HOMO-LUMO gap	10.8	eV
E_tot	-7393.3684	eV

Entry 15:
A cluster of 3 separate species, C5H10O in total, computed with ωB97M-V with the def2-TZVPD basis set.

Geometry (Å):
O (1.383, -1.584, 0.306)
C (0.029, -1.238, 0.070)
C (-0.120, -0.390, -1.223)
C (0.156, 1.000, -0.679)
C (-0.405, 1.063, 0.648)
C (-0.411, -0.338, 1.246)
H (1.675, -2.154, -0.417)
H (-0.594, -2.142, 0.016)
H (0.568, -0.727, -2.005)
H (-1.144, -0.475, -1.607)
H (-0.045, 2.544, -0.499)
H (1.156, 1.366, -0.876)
H (0.134, 2.514, 0.483)
H (-1.299, 1.642, 0.848)
H (0.316, -0.459, 2.056)
H (-1.397, -0.621, 1.633)

Atoms 1-3, force components in eV/Å:
0.1694 -0.2034 -0.1596
-0.3456 0.0809 0.0050
-0.0339 -0.0209 -0.0801

LUMO	0.0210	Eh
ΔE to the lowest compared entry with this formula, charge and spin	125.65	kcal per mole
HOMO-LUMO gap	9.5	eV
E_tot	-7389.3166	eV

Entry 16:
The molecule C5H10O2, computed with ωB97M-V with the def2-TZVPD basis set.

Geometry (Å):
O (1.312, 0.127, 1.343)
C (1.614, -0.569, 0.153)
C (0.408, -0.741, -0.797)
C (-0.826, -0.946, 0.069)
C (-1.146, 0.630, 0.473)
C (-0.387, 1.378, -0.655)
O (0.090, 0.403, -1.566)
H (0.343, 0.143, 1.410)
H (1.978, -1.579, 0.402)
H (2.401, -0.031, -0.387)
H (0.682, -1.528, -1.507)
H (-0.654, -1.771, 0.786)
H (-1.717, -1.200, -0.503)
H (-0.917, 1.172, 1.418)
H (-2.224, 0.705, 0.413)
H (0.478, 1.920, -0.250)
H (-1.018, 2.078, -1.205)

Atoms 1-3, force components in eV/Å:
0.0773 -0.0137 0.1395
0.1013 -0.1821 -0.4995
0.1951 -0.0818 0.2592

LUMO	0.0344	Eh
ΔE to the lowest compared entry with this formula, charge and spin	54.76	kcal per mole
HOMO-LUMO gap	10.6	eV
E_tot	-9440.6685	eV
structure (SMILES)	OC[C@H]1CCCO1